{
  "formula": "C73H182B4F16N7O7P2",
  "method": "ωB97M-V/def2-TZVPD",
  "total_charge": 5,
  "homo_energy_ev": -17.779,
  "elements": ["P", "P", "F", "F", "F", "F", "F", "F", "F", "F", "F", "F", "F", "F", "F", "F", "F", "F", "O", "O", "O", "O", "O", "O", "O", "N", "N", "N", "N", "N", "N", "N", "C", "C", "C", "C", "C", "C", "C", "C", "C", "C", "C", "C", "C", "C", "C", "C", "C", "C", "C", "C", "C", "C", "C", "C", "C", "C", "C", "C", "C", "C", "C", "C", "C", "C", "C", "C", "C", "C", "C", "C", "C", "C", "C", "C", "C", "C", "C", "C", "C", "C", "C", "C", "C", "C", "C", "C", "C", "C", "C", "C", "C", "C", "C", "C", "C", "C", "C", "C", "C", "C", "C", "C", "C", "B", "B", "B", "B", "H", "H", "H", "H", "H", "H", "H", "H", "H", "H", "H", "H", "H", "H", "H", "H", "H", "H", "H", "H", "H", "H", "H", "H", "H", "H", "H", "H", "H", "H", "H", "H", "H", "H", "H", "H", "H", "H", "H", "H", "H", "H", "H", "H", "H", "H", "H", "H", "H", "H", "H", "H", "H", "H", "H", "H", "H", "H", "H", "H", "H", "H", "H", "H", "H", "H", "H", "H", "H", "H", "H", "H", "H", "H", "H", "H", "H", "H", "H", "H", "H", "H", "H", "H", "H", "H", "H", "H", "H", "H", "H", "H", "H", "H", "H", "H", "H", "H", "H", "H", "H", "H", "H", "H", "H", "H", "H", "H", "H", "H", "H", "H", "H", "H", "H", "H", "H", "H", "H", "H", "H", "H", "H", "H", "H", "H", "H", "H", "H", "H", "H", "H", "H", "H", "H", "H", "H", "H", "H", "H", "H", "H", "H", "H", "H", "H", "H", "H", "H", "H", "H", "H", "H", "H", "H", "H", "H", "H", "H", "H", "H", "H", "H", "H", "H", "H", "H", "H", "H", "H", "H", "H", "H", "H", "H", "H", "H", "H", "H", "H", "H", "H"],
  "coordinates": [[25.1346, -29.5903, -12.8218], [16.0826, -29.0963, -4.7137], [13.7809, -23.5701, -6.9552], [18.4174, -20.5161, -4.9567], [12.2706, -22.7010, -5.2179], [20.6565, -25.7295, -7.5642], [20.5326, -25.5987, -5.2551], [21.7013, -21.4165, -9.6643], [21.3500, -20.9025, -12.0677], [22.8621, -22.6766, -11.3070], [14.3983, -21.7634, -5.6102], [20.0950, -20.6662, -3.3164], [17.9422, -19.7249, -2.7900], [20.7794, -27.6347, -6.2002], [18.7095, -26.3999, -6.4487], [18.2542, -22.0258, -3.1895], [20.6248, -22.9270, -11.0746], [14.2254, -23.9082, -4.7042], [18.8191, -26.9034, -0.2004], [19.0361, -21.5981, -9.0585], [15.5866, -25.6346, -11.1743], [13.1074, -20.8622, -0.9390], [24.4634, -23.6537, -9.1321], [20.2586, -17.0899, -9.9682], [23.1472, -17.6169, -3.0212], [17.9080, -24.8518, -13.0582], [21.4654, -17.3271, -5.4464], [24.4921, -25.1924, -6.4265], [20.3901, -24.2956, -0.6565], [18.5931, -18.2506, -12.3089], [14.0986, -19.3512, -3.2349], [17.3360, -23.1648, -7.0054], [16.1221, -26.4210, -12.2414], [21.0697, -18.1174, -4.2073], [25.3760, -33.0428, -13.5181], [22.1518, -24.4521, 1.1311], [22.7205, -17.9063, -5.9555], [21.7670, -15.8734, -5.1139], [17.0434, -30.1297, -3.5905], [20.3244, -17.3989, -6.4245], [17.5685, -26.1157, -12.4476], [16.3139, -27.3873, -4.2818], [21.2447, -23.2742, -1.4667], [12.7110, -19.3983, -3.7437], [28.1209, -31.3414, -9.4025], [26.5084, -29.6567, -11.6491], [23.9275, -25.9862, -5.2905], [12.6214, -31.1925, -5.0285], [14.5958, -20.6848, -2.7869], [17.0702, -23.4860, -5.6262], [20.1967, -26.8119, -0.3317], [25.1173, -26.1405, -7.3758], [11.6739, -30.3061, -5.8992], [25.7296, -24.4694, -5.9269], [20.7621, -30.6328, -4.8223], [23.8728, -18.0129, -1.8533], [14.9017, -18.8396, -4.3767], [17.2302, -24.6453, -14.2904], [23.5097, -24.2043, -6.9649], [24.6613, -32.3251, -12.3671], [17.2920, -18.7860, -12.9118], [27.5600, -29.9398, -9.2277], [14.1455, -18.3207, -2.1434], [18.9501, -24.0147, -0.8725], [18.3044, -17.1177, -11.3402], [26.0504, -34.3745, -13.0413], [16.6889, -29.2304, -6.3792], [19.4324, -22.7909, -8.3433], [22.2083, -18.6307, -3.3381], [18.8022, -22.8588, -7.0402], [15.8809, -26.9968, -2.8398], [17.9742, -28.3668, -9.1844], [22.2812, -26.6909, -11.6862], [21.0680, -23.4181, -2.9214], [20.7042, -24.1793, 0.7860], [19.5647, -16.3724, -10.9905], [13.5542, -21.4934, -2.1641], [15.9995, -28.2917, -7.3831], [16.2928, -25.5405, -2.4471], [15.5528, -25.1503, -1.1775], [14.0787, -30.9199, -5.1800], [19.3753, -24.9177, -13.3049], [20.0863, -18.7817, -7.0894], [18.9449, -19.4205, -11.4578], [19.3130, -30.9438, -4.5400], [17.6718, -23.6172, -12.2461], [14.3170, -29.4848, -4.6640], [24.1457, -28.0714, -12.6921], [16.4742, -22.1064, -7.5293], [23.9823, -30.9875, -12.6703], [22.2839, -15.0069, -6.2647], [18.4210, -28.2278, 0.1827], [19.4313, -17.9527, -13.4588], [24.0120, -23.1166, -7.8901], [20.6627, -25.6513, -1.2325], [23.3789, -27.7157, -11.4177], [26.3081, -29.6249, -10.1334], [25.8021, -29.5786, -14.4905], [16.9925, -24.3606, -7.8447], [18.6090, -29.9256, -3.6724], [21.6447, -26.2936, -10.3843], [16.4767, -28.5008, -8.8162], [24.9047, -29.3398, -15.7099], [25.6379, -29.4042, -17.0157], [26.2340, -30.8147, -17.3546], [18.6790, -20.6801, -3.5491], [13.5426, -22.9878, -5.5564], [21.6723, -21.8733, -11.0354], [20.1525, -26.3868, -6.3942], [24.7940, -22.6502, -7.3226], [15.8094, -24.1381, -0.8304], [17.7846, -29.0743, -6.3520], [23.1475, -23.7349, -6.0286], [14.8746, -21.1844, -3.7046], [25.8764, -28.6504, -9.9479], [27.3068, -32.0561, -9.4281], [16.6178, -23.4311, -12.0778], [25.5710, -25.5659, -8.1890], [25.2808, -35.0862, -12.7657], [19.9339, -19.2415, -11.0625], [27.1998, -28.8889, -12.0509], [17.9145, -26.8943, -13.1404], [19.0430, -29.9604, -2.6745], [16.1664, -24.5745, -14.0857], [20.5497, -27.7138, -0.8817], [16.0132, -23.6667, -5.4490], [12.0544, -19.5860, -2.8769], [17.7358, -16.3717, -11.8516], [12.4245, -31.2821, -3.9865], [23.0198, -28.6108, -10.8994], [16.2064, -29.5329, -9.0451], [23.1939, -22.4390, -8.0291], [12.5644, -20.1610, -4.5226], [15.9140, -18.6616, -3.9811], [18.2214, -19.4877, -10.6279], [15.3879, -20.5252, -2.0848], [17.4894, -22.7144, -4.9790], [19.6369, -24.0885, -13.9432], [23.5298, -17.7678, -5.2453], [18.7615, -31.1364, -5.4815], [24.4659, -28.3495, -15.5531], [16.2894, -27.6958, -2.1057], [21.1209, -27.1187, -9.9056], [24.7008, -33.3393, -14.3196], [21.7105, -25.7641, -1.4917], [21.6222, -18.9307, -2.4644], [26.2786, -23.9754, -6.7334], [11.6136, -29.2566, -5.6058], [19.9107, -24.9012, -12.3506], [17.7234, -17.4111, -10.4798], [17.1962, -24.1796, -8.9028], [24.1172, -30.1285, -15.6204], [19.3436, -18.7650, -14.1776], [14.7869, -27.0409, -2.7396], [27.0796, -30.9842, -16.6734], [17.3694, -25.6067, -2.2845], [19.3138, -23.6698, -8.9870], [18.4995, -29.2966, -8.9365], [24.5338, -17.1704, -1.5451], [15.1669, -18.1149, -1.8566], [19.4779, -17.0362, -5.8466], [23.5779, -28.2462, -13.6030], [17.5887, -23.7426, -14.7516], [18.0092, -28.3953, -10.2507], [16.6070, -19.0074, -12.1059], [26.5636, -34.8254, -13.8949], [20.5351, -19.0160, -4.5928], [22.5031, -15.7869, -4.3281], [17.3595, -27.1185, -4.4551], [17.4772, -25.2519, -7.5310], [20.9126, -29.7617, -5.4532], [16.0233, -24.9061, -3.2799], [20.0189, -23.3997, -3.2190], [17.6392, -24.3689, -5.3287], [10.6622, -30.6327, -5.6884], [12.3548, -32.1787, -5.3684], [19.2910, -23.4973, -6.3339], [15.6692, -25.9083, -0.4258], [28.8585, -31.5779, -8.6422], [21.6060, -27.0973, -12.4367], [20.9227, -25.5031, -10.5169], [16.6286, -21.1292, -7.0073], [24.0478, -27.3415, -10.6499], [21.2123, -30.4714, -3.8404], [23.2024, -18.1551, -1.0178], [24.7761, -27.2400, -12.9749], [14.9354, -28.4739, -7.3018], [22.7470, -25.8637, -12.2461], [19.7548, -19.5662, -6.3788], [16.7119, -29.7902, -2.5980], [25.8725, -26.7453, -6.8843], [20.1131, -25.6666, -2.1818], [14.6486, -31.6847, -4.6594], [18.9279, -28.5416, 1.0895], [17.5207, -19.7079, -13.4593], [17.3354, -28.2201, 0.3263], [16.5379, -30.2935, -6.6774], [15.7293, -26.8693, -5.0454], [26.3521, -25.2437, -5.5099], [20.3855, -23.1590, 1.0591], [16.1165, -27.2531, -7.0354], [18.5363, -28.9382, -0.6362], [26.0703, -32.3930, -14.0527], [19.0137, -17.0338, -13.8551], [18.6018, -23.1016, -0.3912], [22.2698, -23.5123, -1.1672], [20.4716, -17.7796, -13.2256], [22.2897, -24.3749, 2.2049], [20.1605, -16.0983, -11.8570], [22.6626, -24.7926, -7.3227], [22.2494, -13.9834, -5.9458], [25.4388, -31.5668, -17.2261], [23.4217, -25.2656, -4.6483], [15.8299, -27.8573, -9.4675], [17.9832, -22.7756, -12.8851], [26.3209, -28.6030, -17.2234], [21.1373, -16.6927, -9.9159], [18.1405, -26.2351, -11.5397], [22.5101, -25.4517, 0.8323], [18.3381, -23.6706, -11.3768], [12.4716, -21.3723, -0.4453], [17.3325, -25.4684, -14.9864], [18.8625, -21.8981, -6.5499], [25.4808, -23.7588, -5.1056], [13.4714, -18.6991, -1.3795], [19.2835, -18.5114, -7.7943], [20.7615, -26.8521, 0.6203], [24.2930, -26.7529, -7.7384], [23.2698, -30.6863, -11.8821], [13.7750, -28.7025, -5.1975], [12.7863, -21.8632, -2.7951], [28.3206, -29.1670, -9.2528], [16.9286, -18.0873, -13.6328], [14.0379, -22.3983, -1.9126], [13.9764, -29.4116, -3.6243], [20.8971, -19.2125, -7.6587], [16.0108, -27.4135, -11.8611], [20.4909, -22.7979, -8.1995], [23.1812, -26.6597, -5.6838], [19.1735, -15.4119, -10.5803], [24.7290, -26.5096, -4.7667], [14.5011, -17.8992, -4.7492], [18.9335, -20.3490, -12.0253], [16.7103, -31.1677, -3.6960], [22.6156, -19.5534, -3.7358], [18.3689, -24.8103, -0.3745], [20.9136, -22.3255, -1.0416], [22.3924, -25.8720, -9.6859], [11.8751, -30.4810, -6.9635], [18.5691, -27.5435, -8.7988], [21.4684, -24.3265, -3.3231], [26.7487, -34.2472, -12.1984], [14.9148, -19.5754, -5.1411], [16.6408, -21.9978, -8.6175], [23.3321, -15.1883, -6.5001], [26.8915, -30.6476, -11.8991], [27.1477, -29.8521, -8.2166], [15.9043, -24.4559, -7.7738], [14.3693, -30.9261, -6.2547], [24.4500, -18.9110, -2.0399], [14.4834, -25.1500, -1.3842], [19.1855, -31.9180, -4.0879], [26.7136, -30.8993, -18.3334], [18.8336, -28.9069, -4.0456], [12.4591, -18.4053, -4.1249], [28.7347, -31.4427, -10.2872], [19.8734, -21.2698, -9.4282], [20.3298, -17.5129, -3.6511], [22.9899, -17.4714, -6.9434], [22.8454, -23.7068, 0.7070], [24.8379, -29.1187, -17.7016], [13.7435, -17.4079, -2.5592], [26.6323, -28.8470, -14.5097], [20.5277, -16.6631, -7.2174], [21.6162, -15.0108, -7.1058], [21.7091, -22.6247, -3.3122], [23.4465, -30.9966, -13.6229], [14.6162, -25.7767, -11.2027], [24.0036, -23.1431, -9.8104], [18.7458, -23.9019, -1.9231], [22.6379, -18.9996, -6.0779], [15.5024, -26.3462, -13.1581], [20.0382, -24.8436, 1.3517], [26.1496, -30.5936, -14.6808], [25.5462, -30.3763, -9.8839], [25.3372, -32.1799, -11.5123], [20.7913, -15.4942, -4.7239], [15.4313, -22.3697, -7.4093], [23.8611, -32.9719, -12.0242], [19.5542, -25.8264, -13.8993], [21.2654, -31.4670, -5.2823]],
  "forces_ev_per_a": [[-0.67, 0.54, 0.34], [0.02, 0.27, 0.25], [-0.88, 0.79, 1.93], [0.25, 0.23, 1.06], [0.14, -0.10, -0.09], [-0.42, -0.54, 0.56], [-0.24, 0.05, -0.33], [0.19, 0.39, -1.59], [0.85, -1.25, 2.06], [-0.88, 1.77, 0.41], [-1.19, -0.78, 0.42], [-1.03, 0.44, -0.07], [1.03, -0.80, -0.83], [-0.78, 0.43, -0.59], [1.33, -0.61, 0.08], [0.09, 1.13, -0.08], [0.40, 1.29, -0.07], [-0.93, 0.56, 0.06], [-0.51, -0.20, 0.22], [0.40, -0.28, 0.25], [-0.84, 0.53, -0.50], [0.52, 0.52, -1.05], [-0.19, 0.44, 0.86], [0.47, 0.39, -0.61], [-0.27, -0.93, 0.21], [1.39, 1.26, 0.59], [1.08, 0.02, 0.49], [2.88, 0.45, 0.73], [0.46, 0.40, -1.10], [-3.07, -2.23, 1.24], [-0.12, 1.50, -0.83], [0.67, -1.47, -1.44], [-1.26, 0.49, 0.67], [-0.65, -0.25, -0.68], [0.40, -0.70, 0.21], [0.75, 0.16, -0.17], [0.72, -1.00, -1.49], [-1.17, 1.01, 0.11], [0.57, 0.30, 0.50], [0.77, -0.38, -0.68], [-0.61, -1.94, 0.14], [-0.08, 0.57, 0.89], [-0.46, -1.03, 1.98], [-1.41, -0.16, 0.55], [0.42, 0.49, -0.25], [0.57, -0.59, -0.74], [-0.43, 0.77, -0.05], [-1.19, -0.34, -1.57], [-0.32, 0.58, -0.86], [-0.27, -0.38, 2.09], [1.57, -0.86, -1.08], [-1.02, -0.16, -1.44], [0.04, -0.37, 1.29], [-0.33, 0.66, 1.16], [-0.01, 0.04, 0.69], [0.62, 1.40, 0.23], [1.39, 0.55, 0.94], [-1.70, -0.21, -1.84], [-1.37, -0.43, 0.96], [-0.15, -0.15, -0.01], [0.40, 0.14, -0.10], [-1.23, 0.34, 0.00], [-0.68, -0.25, -0.31], [-1.08, -0.04, 1.00], [1.16, 0.92, -1.56], [-0.07, 0.85, -0.50], [0.59, -0.89, -0.78], [0.26, 0.08, -2.03], [-1.25, 0.97, 0.43], [-0.86, 1.00, 0.98], [-0.38, 0.60, -0.37], [-0.40, -0.92, 0.59], [0.95, -0.28, -0.48], [0.13, 0.27, -0.66], [-0.15, 0.35, 0.82], [-0.95, 0.73, 1.63], [-0.67, -0.56, 2.37], [0.57, 0.45, 0.81], [-0.18, -1.73, -0.04], [-0.29, 0.57, -0.69], [0.09, 1.04, -1.26], [0.41, -0.46, -0.61], [-0.95, 0.61, 0.82], [1.05, -0.32, 0.76], [-0.98, -0.71, -1.20], [0.54, 0.63, 0.06], [0.97, -0.51, 0.71], [0.61, -0.43, -0.06], [-0.43, 2.12, -0.64], [0.31, 0.66, 0.12], [-0.23, -0.38, 0.47], [-0.95, 0.41, -0.26], [0.57, 0.62, -0.39], [0.25, -1.78, -0.13], [-1.10, -0.62, 0.34], [0.04, -0.76, -0.16], [0.11, -0.16, -0.18], [1.02, -0.08, -0.30], [-1.17, 0.41, -0.73], [-0.77, 0.55, -0.52], [-0.05, 0.59, 0.27], [-0.53, 0.34, -0.29], [-0.64, 0.14, 2.01], [-0.77, -1.04, -1.59], [-0.02, 1.02, 0.71], [-0.53, -0.93, 0.28], [2.55, -0.50, -2.08], [-0.27, -2.35, -1.01], [0.31, 0.72, 0.52], [0.64, 0.85, -0.22], [0.07, -0.44, 0.14], [-0.41, 0.05, 0.03], [0.04, 0.09, -0.52], [0.56, -0.25, 0.05], [-0.01, 0.31, 0.70], [0.05, -0.38, 0.13], [-0.09, -0.60, 0.51], [-0.21, -0.23, 0.08], [-0.16, -0.06, 0.27], [0.17, -0.19, 0.20], [-0.05, -0.41, 0.43], [0.10, 0.19, 0.11], [-0.16, -0.08, 0.17], [-0.08, 0.33, -0.10], [0.01, 0.32, 0.16], [0.15, 0.22, -0.08], [0.16, -0.09, -0.54], [-0.75, 0.24, -0.74], [-0.68, 0.65, 1.00], [-0.55, -0.11, -0.36], [-0.09, -0.04, -0.31], [-0.44, 0.51, -0.07], [0.31, 0.23, 0.34], [-0.20, -0.17, -0.38], [0.34, 0.03, -0.47], [0.72, 0.16, 0.08], [-0.58, 0.22, -0.22], [0.27, 0.44, 0.15], [-0.12, 0.44, 0.03], [0.12, 0.60, 0.11], [-0.33, -0.11, -0.49], [0.08, 0.02, -0.01], [0.14, -0.15, 0.10], [-0.53, 0.13, 0.14], [0.19, 0.07, 0.37], [0.38, -0.13, 0.34], [-0.38, -0.12, 0.11], [0.51, 0.14, -0.35], [-0.04, 0.01, -0.36], [0.11, -0.60, 0.13], [0.18, 0.21, 0.23], [0.26, 0.70, -0.62], [0.09, 0.10, 0.06], [0.17, -0.21, -0.18], [-0.35, -0.33, 0.10], [0.03, 0.46, -0.17], [-0.41, 0.01, 0.18], [0.00, 0.18, 0.39], [-0.32, -0.68, -0.54], [0.18, -0.40, 0.33], [-0.30, -0.24, -0.14], [-1.01, 0.29, 0.12], [0.04, 0.30, -0.22], [0.16, 0.35, -0.98], [-0.28, 0.20, 0.02], [0.17, 0.10, 0.24], [0.44, 0.80, 0.41], [-0.06, -0.66, 0.40], [0.04, -0.06, -0.06], [0.55, -0.42, 0.46], [-0.15, 0.16, 0.10], [0.18, 0.42, -0.14], [0.39, 0.70, -0.33], [-0.08, -0.23, -0.43], [-0.24, -0.31, -0.22], [0.40, -0.72, -0.26], [0.27, -0.99, -0.04], [0.41, -0.13, 0.69], [-0.35, -0.11, 0.53], [-0.50, -0.30, 0.19], [-0.32, 0.38, -0.01], [0.21, -0.94, -0.36], [0.46, 0.51, -0.16], [0.46, 0.16, -0.14], [-0.38, -0.27, 0.21], [0.48, 0.29, -0.06], [-0.41, -0.12, -0.37], [-0.08, 0.18, 0.56], [-0.11, 0.67, -0.48], [-0.08, -0.23, -0.15], [-0.15, -0.01, 0.19], [0.09, -0.22, 0.24], [0.28, 0.13, 0.15], [0.05, -0.17, 0.06], [0.06, 0.26, 0.29], [0.24, 0.32, 0.40], [0.12, 0.55, 0.05], [-0.06, 0.37, 0.22], [0.35, -0.06, 0.19], [0.36, -0.32, -0.02], [0.25, -0.22, -0.34], [0.68, -0.05, -0.09], [0.42, -0.05, 0.39], [0.09, 0.08, -0.49], [0.64, 0.30, 0.05], [-0.20, 0.36, -0.09], [0.19, -0.18, 0.32], [-0.14, -0.08, 0.17], [0.20, -0.27, -0.05], [0.04, 0.10, -0.38], [0.00, 0.56, 0.51], [0.52, 0.06, -0.12], [0.10, -0.22, 0.23], [0.65, -0.39, 0.45], [0.30, -0.37, 0.31], [0.81, 0.36, 0.64], [0.01, -0.18, 0.17], [0.07, 0.13, 0.45], [-0.28, 0.36, 0.08], [-0.57, 0.24, 0.02], [-0.32, -0.52, -0.03], [0.38, -0.28, -0.02], [0.07, 0.48, -0.06], [0.01, -0.39, -0.73], [0.47, 0.23, 0.39], [0.13, -0.69, 0.17], [-0.49, 0.22, -0.13], [0.24, -0.24, -0.32], [0.19, -0.31, -0.25], [0.03, -0.20, -0.27], [-1.16, 0.42, -0.80], [0.19, 0.13, -0.48], [-0.55, 0.64, -0.20], [0.88, -1.23, 0.48], [0.15, 0.03, 0.01], [0.46, 0.39, -0.22], [0.47, -1.18, -0.40], [0.84, 0.26, 0.29], [-0.20, -0.29, -0.08], [0.45, -0.39, -0.13], [-0.13, 0.07, -0.18], [-0.18, -0.07, 0.18], [0.16, 0.21, -0.06], [0.31, 0.06, 0.00], [0.60, -0.06, -0.25], [0.34, 0.20, -0.65], [0.24, 0.18, -0.37], [-0.28, -0.33, -0.29], [0.03, 0.36, 0.28], [-0.33, 0.30, 0.14], [0.35, -0.69, -0.01], [-0.23, 0.03, -0.38], [0.01, -0.63, -0.68], [0.31, 0.05, 0.68], [-0.19, -0.25, -0.28], [0.65, -0.03, -0.20], [0.05, -0.12, 0.04], [0.13, -0.17, 0.17], [-0.15, -0.27, 0.53], [0.20, -0.19, -0.02], [-0.15, 0.17, -0.09], [0.36, -0.34, 0.54], [-0.56, 0.23, -0.06], [-0.14, -0.29, 0.08], [0.09, -0.23, -0.04], [-0.20, 0.03, -0.67], [-0.36, -0.09, 0.07], [0.54, -0.12, -0.21], [-0.29, -0.22, 0.76], [-0.32, -0.30, 0.16], [-0.02, -0.51, -0.55], [-0.18, 0.24, -0.09], [-0.09, -0.51, 0.07], [-0.04, -0.31, 0.35], [0.05, -0.22, -0.72], [-0.67, 0.21, -0.52], [-0.15, -0.11, 0.04], [0.76, 0.29, 0.31], [0.01, -0.13, -0.59], [-0.15, -0.28, -0.15], [-0.32, 0.48, -0.07], [0.46, 0.05, 0.35], [0.09, 0.03, -0.35], [0.74, 0.11, 0.44], [0.04, 0.15, 0.05], [-0.05, -0.23, -0.17], [0.77, -0.07, -0.29], [0.05, -0.29, 0.26], [-0.03, -0.29, 0.22], [0.12, 0.23, 0.44], [0.15, -0.37, -0.13]],
  "mulliken_charge": [1.274, 1.055, -0.405, -0.553, -0.291, -0.436, -0.107, -0.424, -0.281, -0.480, -0.380, -0.557, -0.254, -0.288, 0.422, -0.212, 0.124, -0.086, -0.122, 0.242, -0.338, -0.564, -0.533, -0.249, -0.332, 0.601, 0.811, 0.505, 0.873, 0.591, 0.210, 1.559, -1.064, 0.418, -0.121, -1.317, -1.075, -0.209, -1.224, -0.953, -0.429, 0.358, -0.538, -0.760, -1.295, -1.208, -1.327, -0.903, 1.445, 0.914, -1.329, -1.037, -1.158, -1.064, -1.113, -0.824, -1.013, -0.951, 0.809, -0.677, -0.949, -0.593, -0.838, -0.812, -0.622, -1.364, -0.644, 0.856, -1.470, 0.619, -1.573, -1.041, -0.797, -0.060, -0.465, -0.624, -0.962, -0.183, 2.365, -2.173, -0.310, -0.797, -0.347, -1.713, -0.773, -0.964, -1.419, -1.661, -0.340, -0.940, -1.281, -0.676, -0.953, -0.408, -0.131, -0.221, 0.184, -0.427, -0.573, 0.190, 0.645, -0.833, -0.437, -0.832, -1.047, 0.565, -0.163, 0.089, -0.695, 0.430, 0.367, 0.200, 0.045, -1.088, -0.279, 0.298, 0.399, 0.388, 0.359, 0.429, 0.537, 0.303, 0.646, 0.424, 0.506, -0.521, 0.383, 0.473, 0.460, 0.441, 0.534, 0.038, 0.161, 0.381, 0.348, 0.271, 0.154, 0.429, 0.408, 0.308, 0.323, 0.233, 0.345, 0.390, 0.577, 0.785, 0.441, 0.309, -0.044, 0.314, 0.215, 0.225, 0.322, 0.498, 0.280, -0.391, -0.677, 0.485, 0.293, 0.274, 0.276, 0.632, 0.405, 0.658, 0.339, 0.402, -0.762, 0.283, -0.833, -0.374, -0.023, -0.754, -0.836, -0.333, 0.443, 0.437, -0.368, 0.380, 0.430, 0.518, -0.668, -0.388, -0.202, 0.335, 0.338, 0.655, 0.672, 0.319, 0.016, 0.394, 0.561, 0.026, 0.277, 0.361, 0.388, 0.290, 0.777, 0.582, 0.499, 0.513, -0.490, 0.074, 0.123, 0.459, 0.362, 0.179, 0.311, 0.476, 0.457, -0.610, 0.479, 0.264, 0.504, 0.139, 0.546, 0.422, 0.195, 0.313, 0.289, 0.053, 0.349, 0.330, -0.372, 0.282, 0.348, 0.269, 0.423, 0.307, 0.584, 0.613, 0.603, 0.412, 0.438, 0.209, 0.699, 0.275, 0.526, 0.162, 0.456, 0.379, 0.324, 0.427, 0.564, 0.705, 0.684, 0.439, 0.430, -0.400, 0.263, -0.143, 0.506, 0.303, 0.318, 0.265, 0.364, 0.496, 0.321, 0.523, 0.242, 0.301, 0.614, 0.511, 0.402, -0.474, 0.490, 0.304, -0.324, 0.371, 0.374, 0.330, 0.373, 0.433, 0.650, 0.329, 0.317, 0.483, 0.570, 0.271, 0.368, -0.190, 0.301, 0.488, 0.495, -0.221, 0.339, -0.025, 0.401, 0.514, 0.550, 0.518, 0.447]
}